C4H6O2 | wB97M-V/def2-TZVPD

```
12
C4H6O2, DFT wB97M-V/def2-TZVPD
C 2.24 -0.69 0.06
C 1.25 0.00 0.06
C 0.01 0.79 0.16
O -0.38 0.90 1.51
C -1.10 0.15 -0.67
O -1.38 -1.15 -0.22
H 3.13 -1.28 0.11
H 0.19 1.81 -0.19
H -0.53 -0.01 1.83
H -2.02 0.73 -0.51
H -0.85 0.18 -1.74
H -0.65 -1.73 -0.48
```

The energy relative to the best compared isomer or geometry (same formula, charge and spin) is 2.572 eV. The value obtained for the HOMO energy is -10.312 eV. The value obtained for the orbital gap is 0.410 Ha. The SMILES is C#C[C@H](O)CO. The calculated total energy is -306.4118 hartree.

These are the Mulliken partial charges, in e, on atoms 1 to 2: number 1, C, carries 0.129; number 2, C, carries -0.712